# 1
Formula: C23H32Cl10F2O2
Source: OMol25
Level of theory: ωB97M-V/def2-TZVPD

Each line ends with the Löwdin charge.
CARTESIAN COORDINATES (ANGSTROEM)
Cl -16.1724 12.4460 30.4117  0.464
Cl -17.6487 19.4286 29.3446  0.554
Cl -17.1311 14.8331 34.5234  0.526
Cl -17.7525 15.0170 30.6303  0.506
Cl -18.6201 17.1314 33.5633  0.546
Cl -19.8676 19.2027 27.0066  0.521
Cl -17.4029 23.2010 28.6527  0.500
Cl -19.9475 23.4039 27.1041  0.510
Cl -18.9743 16.4951 27.5647  0.578
Cl -20.2910 19.6549 30.5255  0.552
F -14.8100 18.5532 34.0244  0.226
F -23.0078 15.3728 35.4080  0.070
O -24.0671 17.1387 27.9032  0.062
O -15.5570 18.0892 27.1604  0.007
C -17.0950 20.9260 35.3918  0.008
C -22.3763 16.5566 35.3449  -0.269
C -22.1053 16.9546 29.1925  -0.069
C -20.9821 18.9496 35.1867  -0.112
C -21.7563 17.0717 36.5017  -0.014
C -21.1042 18.2911 36.4138  -0.104
C -13.5252 16.8944 27.0998  -0.014
C -18.7399 22.3435 27.8968  -1.096
C -17.7521 21.4299 34.2333  0.076
C -17.3863 20.8972 32.9540  0.051
C -17.5274 13.3366 31.2914  -0.897
C -18.9204 17.7871 26.3685  -0.887
C -16.1522 19.9624 35.2396  0.047
C -15.0008 17.0428 27.4846  -0.457
C -23.4435 16.4953 28.7392  -0.484
C -15.7626 19.4238 34.0241  -0.240
C -24.1039 15.2811 29.3986  -0.015
C -22.3626 17.2317 34.1255  -0.017
C -21.5927 18.3672 34.0285  -0.118
C -16.3467 19.9169 32.8638  0.056
C -15.7516 15.9925 28.2536  -0.094
C -18.6629 15.7732 34.7621  -0.888
C -18.8371 18.6084 30.3983  -0.967
H -13.3473 17.7211 26.4120  0.080
H -13.2645 15.9286 26.6669  0.083
H -21.6789 17.4323 28.3104  0.033
H -19.2999 17.3565 25.4418  0.042
H -22.1375 17.6407 30.0389  0.051
H -17.4057 21.3870 36.3177  0.134
H -21.4985 18.8756 33.0803  0.062
H -18.2939 21.6628 27.1717  -0.004
H -20.5725 19.9489 35.1912  0.083
H -16.2396 15.2595 27.6112  0.084
H -15.6000 19.5786 36.0847  0.148
H -18.4044 18.4137 31.3795  -0.058
H -15.1911 15.5267 29.0641  0.068
H -12.8276 17.0731 27.9180  0.082
H -19.5927 15.2181 34.6380  0.040
H -19.2445 21.7428 28.6536  -0.046
H -18.3934 12.7374 31.0104  0.020
H -15.9275 19.5777 31.9281  0.125
H -21.4821 16.1049 29.4712  0.071
H -22.8650 16.7779 33.2840  0.119
H -18.3856 22.2934 34.3725  0.138
H -17.8905 18.1190 26.2374  0.013
H -17.9362 21.1604 32.0625  0.104
H -21.6831 16.5513 37.4452  0.118
H -23.4595 14.4389 29.1464  0.082
H -17.4140 13.2825 32.3742  -0.026
H -19.0280 17.6399 29.9361  -0.041
H -25.1126 15.0970 29.0287  0.083
H -16.4823 16.5866 28.8024  -0.012
H -24.1776 15.5196 30.4597  0.076
H -18.7369 16.1110 35.7958  0.031
H -20.7476 18.7976 37.2984  0.104

Cartesian forces, eV/Å:
-0.77 0.92 0.91
0.29 -0.30 0.77
-1.12 0.27 0.45
0.13 -1.19 0.82
-0.09 -0.47 0.85
0.12 -0.77 -1.02
0.06 0.29 0.19
0.57 -0.38 0.32
0.02 -0.34 0.00
0.48 -0.54 0.28
-0.14 -0.08 -0.31
0.04 0.11 0.08
0.89 -0.62 0.63
0.18 -1.10 0.33
-0.51 0.20 -0.72
0.44 0.47 0.90
0.66 -0.47 -0.44
-1.33 -1.06 -0.40
0.00 -0.48 -0.79
-0.06 0.72 -1.00
-0.37 0.40 -0.13
-0.36 -0.48 -0.28
1.09 -0.54 -0.25
1.44 -2.00 0.10
0.08 -0.82 -1.35
0.06 0.53 0.23
0.14 0.07 2.91
0.68 0.99 -0.55
-2.66 0.63 -0.54
-0.28 0.76 -0.53
0.47 0.73 -0.55
0.50 -0.72 0.56
0.51 1.48 1.17
-1.64 1.64 -1.10
0.00 0.84 0.83
0.39 0.11 -0.17
0.24 0.22 -0.43
0.13 -0.30 -0.26
-0.17 0.01 -0.04
0.23 0.26 0.36
-0.37 0.55 0.18
-0.27 0.03 -0.12
0.44 -0.35 0.34
-0.06 0.04 -0.09
-0.27 0.30 -0.11
0.24 0.00 -0.38
0.09 0.02 0.10
-0.09 0.03 0.33
-0.12 0.44 -0.13
0.47 -0.36 -0.48
-0.29 -0.17 0.42
0.45 -0.35 -0.72
-0.01 0.31 -0.09
-0.04 0.46 0.00
-0.44 -0.03 -0.38
0.11 -0.04 0.09
-0.03 0.09 -0.10
-0.36 -0.10 -0.41
-0.12 -0.05 0.22
0.20 0.30 -0.17
-0.57 -0.32 -0.07
-0.08 -0.30 0.61
0.45 0.50 -0.35
-0.55 0.33 -0.08
0.20 0.21 -0.20
-0.42 -0.26 -0.35
0.30 -0.52 0.20
0.58 0.50 -0.26
0.19 -0.23 0.18

Properties
LUMO level (alpha / beta), eV: -4.265 / -8.491
Strongest force on any atom, hartree/bohr: 0.05662
Multiplicity: 2
Frontier orbital gap (alpha / beta), eV: 6.816 / 2.590
Charge: +1

---

# 2
Formula: C23H32Cl2N2P
Source: OMol25
Level of theory: ωB97M-V/def2-TZVPD

Each line ends with the Löwdin charge.
CARTESIAN COORDINATES (ANGSTROEM)
Cl 5.5091 0.8683 7.6218  0.712
Cl -5.4859 0.9793 7.6408  0.709
P -0.0848 -3.5669 7.1634  1.244
N 1.0975 -4.6921 7.4460  -0.226
N -1.2910 -4.6448 7.5053  -0.227
C -3.6006 0.1732 9.4006  -0.088
C 0.0267 -1.1560 8.8413  -0.135
C -3.8836 0.5524 8.0848  -0.685
C 3.9148 0.5567 8.1610  -0.699
C -2.8845 0.5789 7.1023  -0.079
C 2.7380 -4.2634 5.7616  -0.041
C 1.5275 0.7272 7.8204  -0.023
C -1.6234 0.0578 7.4334  -0.083
C -1.3202 -0.3827 8.7096  -0.240
C 3.3433 -5.6113 7.8165  -0.041
C 1.3170 -0.2955 8.7759  -0.196
C -2.2982 -0.2591 9.7271  -0.024
C 3.7071 -0.1419 9.3554  -0.104
C 2.8369 1.0290 7.4204  -0.093
C 2.9598 -3.2000 7.9872  -0.054
C -2.9649 -4.1128 5.8947  -0.040
C -3.0935 -3.1252 8.1664  -0.045
C -2.7304 -4.3478 7.3651  -0.641
C 0.6616 -5.5802 8.5116  -0.188
C -3.5399 -5.5116 7.9263  -0.041
C -0.8448 -5.5590 8.5364  -0.191
C 2.5417 -4.4424 7.2453  -0.641
C 2.3990 -0.5385 9.6712  -0.056
H -2.8420 -3.2458 9.2265  0.101
H -4.0279 -3.9179 5.7207  0.104
H -1.2539 -6.5682 8.3814  0.130
H -4.5987 -5.2875 7.7349  0.103
H 3.2901 -5.7228 8.9188  0.099
H 0.7053 1.2906 7.3457  0.116
H 3.0662 -6.5798 7.3740  0.096
H -1.1463 -5.2326 9.5527  0.136
H -0.0519 -2.2007 8.4872  -0.024
H 4.5851 -0.3894 9.9453  0.112
H -2.6588 -4.9793 5.3144  0.094
H -2.0779 -0.4923 10.7812  0.125
H 3.7989 -4.1002 5.5454  0.104
H 2.4868 -2.3070 7.5796  0.069
H 2.7057 -3.2542 9.0520  0.094
H -3.0926 0.9568 6.1106  0.109
H 3.0164 1.6313 6.5317  0.113
H -0.8166 -0.0766 6.6778  0.122
H -3.2975 -6.4681 7.4450  0.096
H 0.0365 -1.5558 9.8609  0.111
H 2.1585 -3.4257 5.3804  0.071
H -2.5724 -2.2446 7.7963  0.049
H -4.1695 -2.9215 8.1034  0.112
H 1.0434 -6.5973 8.3510  0.128
H 0.9963 -5.2538 9.5152  0.134
H -2.3771 -3.2776 5.5173  0.069
H 4.4034 -5.4297 7.5874  0.102
H -4.3947 0.2291 10.1351  0.110
H -3.4545 -5.6582 9.0219  0.099
H 2.3961 -5.1359 5.2127  0.093
H 4.0458 -3.0642 7.9235  0.110
H 2.2692 -1.0765 10.6277  0.125

Cartesian forces, eV/Å:
0.42 0.08 -0.10
-0.30 0.17 0.02
-0.05 -1.98 -2.80
-0.67 1.21 1.08
0.75 1.22 0.98
0.99 -0.05 -0.33
-0.78 2.34 3.74
0.87 -0.08 -0.22
-0.63 -0.31 0.27
0.32 -0.43 0.69
0.48 -0.24 -0.45
0.18 -0.58 -0.51
0.02 0.17 -0.91
0.40 -0.92 0.04
0.50 -0.59 -0.01
0.15 -0.15 -0.07
-0.15 0.07 -0.18
-0.55 0.38 -0.55
-0.33 0.25 0.44
0.31 0.51 0.41
-0.53 -0.23 -0.43
-0.24 0.59 0.40
-0.14 -0.14 0.51
0.66 -1.08 0.76
-0.55 -0.56 -0.06
-0.66 -1.18 0.91
0.13 -0.20 0.50
0.20 -0.44 -0.29
-0.03 -0.05 -0.10
0.21 0.05 -0.12
0.05 0.41 -0.03
0.27 -0.17 -0.02
-0.17 0.29 -0.61
0.42 -0.87 0.04
0.10 0.31 0.01
-0.29 -0.09 -0.62
0.52 0.73 -0.99
-0.38 -0.01 0.19
-0.12 -0.20 -0.06
-0.03 -0.09 -0.66
-0.21 0.06 -0.08
0.01 0.09 -0.10
0.01 -0.08 -0.12
-0.08 -0.12 0.01
-0.07 0.08 0.34
-0.98 0.31 0.35
-0.13 0.23 -0.01
-0.04 0.51 0.66
0.05 0.28 0.05
-0.05 0.05 -0.07
0.21 -0.06 0.00
-0.07 0.35 0.00
0.36 -0.05 -0.60
-0.07 0.25 0.10
-0.31 -0.11 -0.02
0.18 -0.05 0.07
0.15 0.30 -0.60
0.08 -0.24 -0.03
-0.20 0.04 -0.03
-0.19 0.01 -0.81

Properties
LUMO level, eV: -4.482
Strongest force on any atom, hartree/bohr: 0.08710
Multiplicity: 1
Frontier orbital gap, eV: 6.846
Charge: +1

---

# 3
Formula: C23H32ClN6O3Zr
Source: OMol25
Level of theory: ωB97M-V/def2-TZVPD

Each line ends with the Löwdin charge.
CARTESIAN COORDINATES (ANGSTROEM)
Zr 0.2416 -0.9629 -1.2743  1.626
Cl 6.4137 -1.8894 4.8020  0.700
O 1.8734 -1.1495 -0.0262  -0.262
O 2.6045 0.9528 0.0922  0.058
O -0.1853 -1.9174 -2.7037  -0.599
N -3.5227 -2.2257 0.2451  -0.145
N -1.4803 -3.2908 0.0327  -0.132
N -0.3396 1.1945 -1.1816  0.023
N 1.4315 1.9906 -2.4700  -0.100
N 0.2300 3.4882 -1.1679  -0.187
N -1.4992 -0.9969 0.0188  -0.017
C 0.2998 3.7986 0.2556  -0.026
C 3.5683 -0.6437 1.5601  -0.140
C 0.2961 4.6300 -2.0631  -0.046
C -0.0498 -3.3970 0.2961  -0.069
C -4.1652 -3.2704 1.0307  -0.032
C -3.3078 2.7180 0.5829  -0.065
C -2.1848 -2.1341 0.1205  -0.353
C -2.0377 -4.4699 -0.6209  -0.022
C 5.2231 -0.0678 3.2112  -0.085
C -2.2791 2.5625 -0.3335  -0.036
C -2.0067 0.2878 0.3490  -0.224
C -3.6037 1.7019 1.4744  -0.069
C -1.5300 1.3882 -0.3971  -0.191
C -2.9643 0.4825 1.3360  -0.046
C -4.4327 -1.3367 -0.4662  -0.014
C 4.5567 -2.3736 2.9119  -0.089
C 3.6800 -1.9842 1.9149  -0.012
C 2.6358 -0.2003 0.4949  -0.533
C 4.3470 0.3095 2.2104  -0.004
C 0.4197 2.2069 -1.5909  -0.350
C 1.7731 0.6463 -2.9049  -0.073
C 2.5894 2.8973 -2.4441  -0.022
C 5.3196 -1.4093 3.5536  -0.660
H -3.8538 3.6511 0.6138  0.112
H -0.5397 4.4263 0.5566  0.094
H 3.0867 -2.7268 1.4004  0.111
H 0.1159 -4.2057 1.0105  0.115
H -4.3524 1.8389 2.2427  0.113
H 4.2563 1.3483 1.9255  0.120
H 0.4852 -3.6461 -0.6283  0.092
H -5.0929 -1.9460 -1.0862  0.103
H 2.6508 3.4053 -1.4859  0.094
H 2.2598 0.1181 -2.0611  0.073
H -3.2408 -0.3453 1.9749  0.122
H -0.5705 5.2672 -1.8703  0.097
H 1.2310 4.3335 0.4620  0.099
H -3.8822 -0.6582 -1.1103  0.102
H 2.5477 3.6256 -3.2517  0.094
H 5.8294 0.6654 3.7239  0.111
H -4.7085 -3.9780 0.4021  0.096
H -2.0500 3.3827 -0.9937  0.111
H -1.3523 -4.7799 -1.4100  0.103
H -2.9885 -4.2287 -1.0834  0.095
H 0.3824 -2.5083 0.7463  0.059
H 0.2898 2.8850 0.8429  0.100
H -5.0379 -0.7530 0.2280  0.094
H 1.1971 5.2291 -1.9113  0.093
H -3.4264 -3.8062 1.6192  0.098
H 2.5282 0.7093 -3.6828  0.120
H 0.9727 0.0659 -3.3531  0.065
H -4.8780 -2.8011 1.7111  0.100
H 4.6546 -3.4129 3.1915  0.110
H 3.4918 2.3029 -2.5544  0.099
H -2.1711 -5.2951 0.0805  0.101
H 0.2514 4.3012 -3.0979  0.101

Cartesian forces, eV/Å:
-0.16 0.23 -0.55
0.01 0.00 0.01
0.89 -0.05 0.26
-0.15 0.06 0.01
0.31 -0.10 0.35
-0.09 0.02 -0.12
-0.08 0.11 0.15
-0.33 0.02 -0.08
-0.16 -0.02 0.14
0.30 0.10 0.16
-0.06 0.17 0.06
-0.03 -0.02 -0.06
-0.02 0.02 0.14
-0.01 -0.05 0.02
-0.24 -0.26 0.12
0.02 0.03 -0.01
0.00 0.01 -0.02
0.26 -0.16 -0.08
-0.03 -0.03 -0.03
0.00 0.01 -0.01
-0.01 0.06 0.00
-0.06 -0.03 -0.03
0.01 -0.02 0.01
-0.11 0.05 0.00
-0.06 0.04 0.06
0.00 -0.02 0.00
-0.01 -0.01 -0.01
0.00 0.00 0.02
0.12 -0.23 -0.29
0.00 -0.02 0.03
-0.02 -0.12 -0.24
0.25 0.16 0.26
0.00 -0.01 0.05
0.00 0.00 0.01
0.00 0.00 -0.01
-0.02 -0.01 0.01
-0.01 0.01 -0.01
0.10 -0.07 -0.09
0.00 0.00 0.00
-0.01 0.00 -0.02
-0.01 -0.01 0.01
-0.01 0.00 0.00
0.00 0.01 -0.02
0.06 0.06 -0.19
0.02 -0.03 0.00
0.00 0.02 -0.01
0.00 0.00 0.02
0.01 0.00 -0.01
0.00 0.00 -0.03
0.01 -0.01 0.01
0.00 -0.01 -0.01
0.03 0.00 -0.01
0.01 0.00 0.00
-0.01 0.00 -0.01
-0.25 0.05 0.18
0.01 0.00 0.01
0.00 0.01 0.00
0.02 0.00 -0.01
0.01 -0.01 0.01
-0.01 -0.05 -0.03
-0.54 0.11 -0.15
0.00 0.00 0.01
0.01 0.00 0.01
0.02 0.00 0.02
0.01 0.01 0.01
0.01 -0.01 -0.02

Properties
LUMO level, eV: -2.196
Strongest force on any atom, hartree/bohr: 0.01799
Multiplicity: 1
Frontier orbital gap, eV: 8.810
Charge: +1
Energy relative to the best compared isomer or geometry (same formula, charge and spin), kcal per mole: 37.96